{
  "formula": "C4H7INO",
  "method": "ωB97M-V/def2-TZVPD",
  "e_homo_ev": -13.33,
  "total_charge": 1,
  "species": ["C", "C", "C", "C", "N", "O", "I", "H", "H", "H", "H", "H", "H", "H"],
  "positions_angstrom": [[1.963, -3.637, 0.798], [-0.022, -0.293, -0.811], [-0.822, 1.232, 0.952], [-0.667, 1.767, -1.454], [-0.503, 0.745, -0.370], [2.756, -3.419, 1.632], [0.154, -2.285, 0.528], [1.804, -4.536, 0.083], [-0.828, 0.595, 1.758], [-1.775, 1.649, 0.913], [-0.154, 2.107, 1.123], [0.335, 1.972, -1.967], [-0.930, 2.714, -0.955], [-1.310, 1.390, -2.229]],
  "forces_ev_per_a": [[1.1, -1.0, 0.6], [1.3, -1.9, -2.3], [1.1, 2.8, -0.6], [2.1, 1.2, -0.9], [-0.5, 1.1, 1.2], [-1.3, -0.3, -1.6], [-0.5, -0.3, 0.7], [0.3, 1.4, 1.0], [0.6, -2.1, 1.4], [-1.8, 0.7, -0.2], [-0.2, -0.8, 0.1], [-1.2, -0.5, 0.9], [-0.4, -0.6, -0.4], [-0.7, 0.2, 0.1]]
}

=====

{
  "formula": "C38H54BrNO4P2Sb2Sn",
  "method": "ωB97M-V/def2-TZVPD",
  "e_homo_ev": -12.84,
  "total_charge": 2,
  "species": ["Sn", "N", "C", "C", "C", "C", "C", "C", "P", "C", "C", "C", "C", "C", "C", "C", "C", "C", "C", "C", "C", "H", "H", "H", "H", "H", "H", "H", "H", "H", "H", "H", "H", "H", "H", "H", "H", "C", "Sb", "C", "C", "C", "C", "C", "C", "C", "C", "C", "Sb", "C", "C", "H", "H", "H", "H", "H", "H", "H", "H", "H", "H", "H", "H", "H", "H", "H", "H", "H", "H", "H", "H", "Br", "C", "C", "C", "C", "O", "P", "O", "O", "O", "C", "C", "C", "C", "H", "H", "H", "H", "H", "H", "H", "H", "H", "H", "H", "H", "H", "H", "H", "H", "H", "H"],
  "positions_angstrom": [[0.519, 0.640, 0.299], [0.462, 1.184, 2.530], [1.685, 1.473, 3.291], [1.650, 1.365, 4.674], [2.780, 1.657, 5.418], [3.950, 2.061, 4.784], [3.980, 2.164, 3.405], [2.850, 1.864, 2.640], [2.880, 1.988, 0.831], [3.906, 3.414, 0.415], [3.344, 4.688, 0.530], [4.109, 5.809, 0.250], [5.429, 5.661, -0.158], [5.986, 4.397, -0.282], [5.227, 3.268, 0.001], [3.817, 0.519, 0.286], [3.870, 0.279, -1.094], [4.466, -0.869, -1.584], [4.993, -1.807, -0.700], [4.933, -1.584, 0.665], [4.344, -0.424, 1.161], [-0.215, 1.934, 2.665], [0.044, 0.322, 2.889], [0.735, 1.059, 5.168], [2.746, 1.578, 6.497], [4.833, 2.296, 5.364], [4.889, 2.483, 2.908], [2.313, 4.805, 0.845], [3.677, 6.797, 0.347], [6.024, 6.536, -0.384], [7.016, 4.286, -0.594], [5.666, 2.284, -0.097], [3.465, 1.009, -1.789], [4.525, -1.036, -2.651], [5.447, -2.713, -1.080], [5.347, -2.310, 1.353], [4.303, -0.263, 2.231], [-0.095, 1.564, -5.771], [-0.422, 1.910, -3.702], [-1.412, 3.773, -4.007], [-2.192, 0.521, -3.580], [-3.291, 1.115, -4.293], [-3.440, 0.895, -5.674], [-4.536, 1.361, -6.348], [-5.582, 2.107, -5.718], [-5.468, 2.392, -4.411], [-4.301, 1.957, -3.654], [-4.131, 2.417, -2.402], [-3.690, -0.625, 0.681], [-4.542, -2.378, 1.512], [-4.364, 0.676, 2.207], [-0.938, 1.919, -6.365], [0.085, 0.507, -5.964], [0.793, 2.127, -6.061], [-2.312, 3.649, -4.608], [-0.718, 4.413, -4.554], [-1.654, 4.243, -3.056], [-2.315, 0.354, -2.513], [-1.765, -0.337, -4.095], [-2.698, 0.302, -6.193], [-4.625, 1.142, -7.406], [-6.437, 2.431, -6.294], [-6.218, 2.982, -3.897], [-4.883, 3.056, -1.948], [-3.243, 2.210, -1.814], [-5.608, -2.363, 1.271], [-4.414, -2.363, 2.593], [-4.091, -3.276, 1.090], [-5.456, 0.708, 2.186], [-3.970, 1.681, 2.073], [-4.040, 0.266, 3.162], [-1.225, 2.578, -0.024], [-1.233, -4.685, -0.660], [-0.339, -3.466, -0.769], [1.054, -3.736, -0.223], [-0.272, -2.945, -2.190], [-0.989, -2.362, -0.034], [-0.879, -2.034, 1.500], [-1.883, -0.815, 1.625], [0.456, -1.583, 1.986], [-1.479, -3.292, 2.203], [-1.294, -3.746, 3.614], [-1.779, -2.643, 4.544], [0.164, -4.080, 3.838], [-2.163, -4.977, 3.695], [-0.829, -5.490, -1.275], [-2.238, -4.452, -1.019], [-1.302, -5.036, 0.369], [1.504, -4.543, -0.802], [1.033, -4.046, 0.825], [1.687, -2.849, -0.301], [0.211, -3.683, -2.832], [0.305, -2.019, -2.231], [-1.279, -2.759, -2.575], [-1.461, -1.656, 4.201], [-1.359, -2.795, 5.539], [-2.867, -2.641, 4.629], [0.801, -3.196, 3.782], [0.510, -4.808, 3.102], [0.259, -4.526, 4.828], [-3.196, -4.741, 3.436], [-2.144, -5.365, 4.715], [-1.798, -5.756, 3.024]],
  "forces_ev_per_a": [[0.3, 0.1, -0.2], [0.1, 0.0, 0.3], [-0.2, -0.1, -0.1], [0.0, 0.0, 0.0], [0.1, 0.0, 0.0], [0.0, 0.0, 0.0], [0.0, 0.0, 0.0], [0.0, 0.1, 0.0], [0.2, -0.5, 0.0], [-0.2, 0.2, 0.0], [0.0, 0.0, 0.0], [0.0, -0.1, 0.0], [0.0, 0.0, 0.0], [0.0, 0.0, 0.0], [0.1, 0.0, 0.0], [-0.1, 0.0, 0.0], [0.0, 0.1, 0.1], [0.0, 0.0, 0.0], [0.0, 0.0, 0.0], [0.0, 0.1, 0.0], [0.0, 0.0, 0.0], [0.0, 0.0, -0.1], [0.1, 0.0, 0.0], [0.0, 0.0, 0.0], [0.0, 0.0, 0.0], [0.0, 0.0, 0.0], [0.0, 0.0, 0.0], [0.0, 0.0, 0.0], [0.0, 0.0, 0.0], [0.0, 0.0, 0.0], [0.0, 0.0, 0.0], [0.0, 0.0, 0.0], [0.0, 0.0, 0.0], [0.0, 0.0, 0.0], [0.0, 0.0, 0.0], [0.0, 0.0, 0.0], [0.0, 0.0, 0.0], [0.0, 0.0, -0.2], [0.2, 0.0, 0.2], [0.0, 0.1, 0.1], [0.0, 0.3, 0.0], [-0.1, -0.2, 0.0], [0.1, -0.1, 0.1], [-0.2, 0.2, -0.1], [0.1, -0.2, -0.3], [0.2, 0.0, 0.3], [-0.1, -0.1, -0.2], [0.0, 0.1, 0.3], [0.2, 0.1, -0.3], [-0.1, 0.0, 0.0], [-0.1, 0.0, 0.1], [0.0, 0.0, 0.0], [0.0, 0.0, 0.0], [0.0, 0.0, 0.0], [0.0, 0.1, 0.0], [0.0, 0.0, 0.0], [0.0, 0.0, 0.0], [-0.1, -0.1, 0.0], [-0.1, -0.1, 0.1], [0.0, 0.0, 0.0], [0.0, 0.0, 0.0], [0.0, 0.0, 0.0], [0.0, 0.0, 0.0], [0.1, 0.0, 0.0], [-0.1, 0.0, 0.0], [0.0, -0.1, 0.0], [0.0, -0.1, 0.0], [0.0, 0.1, 0.0], [0.1, 0.0, 0.0], [0.0, 0.0, 0.0], [0.0, 0.0, 0.0], [-0.2, 0.2, 0.1], [-0.1, -0.1, 0.0], [0.1, 0.0, 0.0], [0.0, 0.1, 0.1], [-0.1, -0.1, -0.2], [0.0, 0.0, 0.0], [-0.3, 0.4, 0.4], [0.4, -0.4, -0.1], [-0.2, 0.0, -0.2], [0.1, -0.1, 0.0], [0.0, 0.3, -0.3], [0.0, 0.0, 0.1], [0.2, 0.0, 0.0], [-0.1, -0.1, 0.1], [0.0, 0.0, 0.0], [0.0, 0.0, 0.0], [0.0, 0.0, 0.0], [0.0, 0.0, 0.0], [0.0, 0.0, -0.1], [0.0, 0.0, 0.0], [0.0, 0.0, 0.0], [0.0, 0.0, 0.0], [0.1, 0.0, 0.0], [0.1, -0.1, 0.0], [-0.1, 0.0, 0.0], [0.0, 0.0, 0.0], [-0.1, -0.1, 0.0], [0.0, 0.0, 0.0], [0.1, 0.0, 0.0], [0.0, 0.0, 0.0], [0.0, 0.0, 0.0], [0.0, 0.0, 0.0]]
}

=====

{
  "formula": "C28H42AsF6O21",
  "method": "ωB97M-V/def2-TZVPD",
  "e_homo_ev": -9.03,
  "total_charge": -1,
  "species": ["As", "F", "F", "F", "F", "F", "F", "C", "C", "C", "O", "C", "O", "O", "H", "H", "H", "H", "H", "H", "C", "C", "C", "O", "C", "O", "O", "H", "H", "H", "H", "H", "H", "C", "C", "C", "O", "C", "O", "O", "H", "H", "H", "H", "H", "H", "C", "C", "C", "O", "C", "O", "O", "H", "H", "H", "H", "H", "H", "C", "C", "C", "O", "C", "O", "O", "H", "H", "H", "H", "H", "H", "C", "C", "C", "O", "C", "O", "O", "H", "H", "H", "H", "H", "H", "C", "C", "C", "O", "C", "O", "O", "H", "H", "H", "H", "H", "H"],
  "positions_angstrom": [[0.183, 0.977, 0.674], [1.501, 2.200, 0.729], [0.994, 0.271, -0.809], [-1.024, -0.369, 0.585], [-0.505, 1.679, 2.158], [-0.819, 1.959, -0.439], [1.160, -0.111, 1.802], [3.530, -5.516, 5.494], [2.870, -5.244, 6.915], [2.484, -3.851, 7.216], [1.103, -3.944, 7.677], [0.640, -5.145, 7.493], [-0.508, -5.504, 7.813], [1.623, -5.883, 6.941], [3.016, -4.928, 4.734], [3.625, -6.561, 5.199], [4.559, -5.161, 5.541], [3.450, -5.688, 7.724], [2.512, -3.260, 6.301], [3.127, -3.321, 7.918], [7.387, -1.429, -2.999], [8.114, -1.241, -1.596], [7.206, -1.526, -0.457], [8.006, -2.289, 0.374], [9.079, -2.816, -0.339], [9.970, -3.519, 0.039], [9.097, -2.270, -1.570], [7.247, -2.440, -3.380], [7.782, -0.837, -3.824], [6.377, -1.069, -2.798], [8.606, -0.271, -1.526], [6.306, -2.067, -0.748], [6.901, -0.548, -0.084], [5.539, 5.170, -5.347], [4.199, 4.714, -4.904], [3.194, 5.728, -4.432], [1.986, 5.325, -4.978], [2.239, 4.325, -5.797], [1.420, 3.711, -6.483], [3.574, 4.067, -5.912], [6.298, 4.389, -5.395], [5.872, 6.035, -4.773], [5.413, 5.657, -6.314], [4.309, 3.937, -4.148], [3.328, 6.769, -4.728], [3.230, 5.768, -3.344], [-3.196, 9.797, 1.768], [-2.185, 8.652, 2.062], [-0.996, 8.494, 1.083], [0.133, 8.392, 1.890], [-0.149, 8.657, 3.159], [0.624, 8.715, 4.111], [-1.526, 8.864, 3.234], [-3.838, 9.425, 0.969], [-2.735, 10.719, 1.417], [-3.782, 9.998, 2.665], [-2.727, 7.711, 2.154], [-0.914, 9.445, 0.558], [-1.123, 7.722, 0.325], [-1.547, -6.010, -2.986], [-0.147, -6.646, -2.722], [0.542, -6.085, -1.484], [0.610, -7.169, -0.584], [0.031, -8.262, -1.147], [0.004, -9.397, -0.711], [-0.426, -7.958, -2.348], [-1.422, -4.933, -3.096], [-2.206, -6.139, -2.128], [-2.086, -6.357, -3.868], [0.453, -6.628, -3.632], [0.190, -5.153, -1.042], [1.585, -5.955, -1.770], [-5.885, 1.707, -6.390], [-5.566, 1.453, -4.842], [-6.537, 2.094, -3.868], [-6.711, 1.057, -2.900], [-6.352, -0.119, -3.420], [-6.484, -1.212, -2.871], [-5.789, 0.034, -4.625], [-5.894, 2.748, -6.711], [-6.847, 1.247, -6.613], [-5.197, 1.187, -7.057], [-4.551, 1.613, -4.478], [-7.425, 2.520, -4.333], [-5.883, 2.844, -3.422], [-5.161, -1.464, 5.184], [-6.133, -2.088, 4.150], [-5.829, -3.507, 3.789], [-7.079, -4.124, 3.859], [-8.008, -3.228, 4.372], [-9.219, -3.498, 4.491], [-7.420, -2.187, 4.751], [-5.270, -2.076, 6.080], [-5.422, -0.437, 5.438], [-4.135, -1.456, 4.816], [-6.145, -1.456, 3.262], [-5.091, -3.974, 4.440], [-5.338, -3.448, 2.818]],
  "forces_ev_per_a": [[1.2, -1.5, -0.1], [-1.3, -0.9, -0.1], [-0.8, 0.6, 1.7], [1.0, 1.6, 0.2], [0.1, -0.4, -1.5], [0.8, -0.6, 1.3], [-0.9, 1.2, -1.5], [0.2, 0.9, 1.5], [0.9, -1.7, -1.4], [-0.3, 1.8, -0.5], [1.3, 2.3, 0.5], [-2.9, -1.8, 0.8], [3.7, 0.7, -1.3], [-1.8, -2.1, -0.2], [-0.1, -0.2, 0.0], [-0.5, 0.0, 0.3], [0.1, 0.2, 0.0], [0.3, 0.0, -0.1], [-0.4, 0.2, 0.0], [-0.4, -0.2, 0.4], [-0.5, 1.3, 1.0], [-0.4, -0.9, -4.3], [-0.8, 0.8, -0.8], [1.6, -1.6, 1.2], [1.0, 0.8, 0.1], [-1.4, 0.1, 0.5], [-0.1, 0.0, 0.8], [0.5, -0.2, 0.7], [0.3, 0.1, 0.3], [-0.2, 0.2, -0.4], [0.0, 0.0, 0.0], [0.0, -0.2, 0.0], [0.0, -0.3, 0.9], [0.5, 1.6, -0.5], [1.7, -0.4, 2.1], [1.2, 2.0, 1.3], [-0.9, -0.6, 0.4], [-2.1, -3.1, -3.9], [1.8, 1.8, 2.1], [-2.5, -0.8, -2.1], [-0.2, 0.1, 0.0], [0.3, -0.3, 0.6], [0.1, -0.4, -0.4], [0.2, 0.2, 0.7], [0.5, 0.0, -0.4], [-0.6, -0.3, 0.1], [0.6, -1.0, -0.2], [-0.6, -0.1, -1.6], [-1.7, 1.5, -1.1], [1.5, -0.8, 0.2], [0.0, 0.3, 2.5], [-2.3, -0.1, -2.9], [2.2, 0.6, 3.1], [-0.3, 0.2, 0.0], [0.2, -0.1, 0.2], [0.0, -0.1, -0.1], [-0.2, -0.1, -0.1], [0.1, 0.1, -0.3], [0.4, -0.3, 0.5], [0.7, 0.8, 0.1], [-2.9, 1.4, -0.3], [2.0, 0.2, -0.9], [-1.0, -1.0, 0.9], [0.8, -2.0, 0.8], [0.0, 2.2, -0.1], [-0.2, -1.4, -0.7], [0.0, 0.1, -0.1], [0.2, -0.2, 0.1], [0.4, -0.3, 0.0], [0.2, 0.0, 0.2], [-0.5, -0.4, 0.0], [0.1, 0.7, 0.1], [0.6, -0.5, 1.2], [-0.7, -0.9, -2.3], [1.9, 0.3, 0.0], [-0.9, 0.6, 0.2], [0.0, -3.5, 1.1], [0.1, 2.9, -1.2], [-0.1, 0.3, -0.1], [0.0, 0.1, 0.4], [-0.2, 0.2, 0.3], [0.3, 0.0, 0.3], [0.1, 0.3, -0.7], [-0.3, -0.4, 0.4], [-0.9, 0.5, 0.4], [-0.8, -0.4, -0.4], [1.8, 1.6, 1.3], [1.4, 0.4, -0.1], [-1.4, -0.4, -0.5], [-4.4, -4.7, -0.6], [3.8, 0.8, -0.4], [0.8, 3.8, 0.9], [0.4, 0.1, 0.1], [-0.2, 0.0, -0.1], [0.0, -0.2, 0.0], [-0.6, 0.0, 0.0], [-0.3, -0.2, 0.4], [-0.6, -0.8, -0.4]]
}

=====

{
  "formula": "C22H46B3NO13",
  "method": "ωB97M-V/def2-TZVPD",
  "e_homo_ev": -9.11,
  "smiles": "CCOCCB1OB(CCCOC(C)=O)OB(N=C=O)O1.COCCOCCOC.COCCOCCOC",
  "species": ["C", "C", "O", "C", "C", "B", "O", "B", "C", "C", "C", "O", "C", "C", "O", "O", "B", "N", "C", "O", "O", "H", "H", "H", "H", "H", "H", "H", "H", "H", "H", "H", "H", "H", "H", "H", "H", "H", "H", "C", "O", "C", "C", "O", "C", "C", "O", "C", "H", "H", "H", "H", "H", "H", "H", "H", "H", "H", "H", "H", "H", "H", "C", "O", "C", "C", "O", "C", "C", "O", "C", "H", "H", "H", "H", "H", "H", "H", "H", "H", "H", "H", "H", "H", "H"],
  "positions_angstrom": [[2.419, -0.660, -3.933], [2.213, 0.652, -2.998], [1.078, 1.472, -3.380], [1.427, 2.856, -3.105], [0.171, 3.819, -2.820], [-1.020, 3.738, -3.921], [-2.276, 3.111, -3.540], [-3.389, 3.623, -4.320], [-4.809, 3.846, -3.524], [-5.163, 2.442, -2.789], [-6.189, 1.592, -3.742], [-6.490, 0.342, -3.051], [-5.599, -0.683, -3.517], [-6.271, -2.037, -4.113], [-4.329, -0.629, -3.463], [-3.336, 3.905, -5.756], [-1.953, 3.720, -6.137], [-1.485, 2.977, -7.370], [-0.285, 2.463, -7.156], [0.704, 1.936, -6.575], [-0.917, 4.282, -5.284], [2.257, -0.412, -5.043], [1.820, -1.578, -3.569], [3.539, -0.955, -3.804], [2.161, 0.260, -1.906], [3.188, 1.276, -3.121], [2.065, 2.848, -2.131], [2.134, 3.231, -3.947], [-0.267, 3.593, -1.777], [0.568, 4.912, -2.781], [-5.671, 4.161, -4.219], [-4.733, 4.645, -2.689], [-4.251, 1.779, -2.572], [-5.727, 2.584, -1.790], [-7.110, 2.267, -3.882], [-5.622, 1.434, -4.742], [-6.153, -2.073, -5.258], [-5.747, -2.911, -3.569], [-7.387, -2.014, -3.800], [-3.643, -1.037, -0.249], [-2.553, -1.934, -0.132], [-1.948, -2.206, -1.393], [-0.581, -2.850, -1.198], [0.451, -1.896, -0.928], [0.446, -1.338, 0.388], [0.960, -2.309, 1.446], [-0.077, -3.204, 1.843], [0.431, -4.331, 2.531], [-4.410, -1.448, -0.912], [-4.076, -0.890, 0.742], [-3.298, -0.068, -0.624], [-1.841, -1.280, -1.969], [-2.604, -2.898, -1.935], [-0.292, -3.324, -2.142], [-0.600, -3.635, -0.439], [-0.537, -0.936, 0.642], [1.137, -0.490, 0.344], [1.273, -1.750, 2.335], [1.812, -2.870, 1.049], [1.079, -4.919, 1.873], [-0.413, -4.957, 2.830], [0.979, -4.025, 3.427], [5.268, -0.100, 9.262], [4.992, 0.068, 7.883], [6.155, -0.105, 7.080], [5.767, -0.294, 5.618], [5.379, -1.636, 5.315], [4.086, -2.026, 5.783], [2.951, -1.428, 4.957], [2.681, -0.093, 5.378], [1.911, 0.617, 4.427], [6.020, 0.623, 9.595], [4.345, 0.069, 9.819], [5.611, -1.121, 9.460], [6.728, -0.973, 7.425], [6.767, 0.800, 7.181], [6.655, -0.108, 5.005], [5.003, 0.419, 5.299], [3.972, -1.816, 6.849], [4.052, -3.113, 5.665], [2.038, -2.015, 5.109], [3.221, -1.442, 3.896], [2.467, 0.721, 3.489], [1.717, 1.616, 4.822], [0.956, 0.115, 4.247]],
  "forces_ev_per_a": [[0.7, 0.2, 0.5], [1.3, -1.3, -0.5], [1.0, 0.5, 0.8], [0.9, 0.4, 1.0], [0.3, 0.2, 0.0], [-0.4, -0.2, -0.6], [0.3, 2.4, -2.6], [-1.0, 0.1, 0.2], [0.0, -0.5, 0.6], [-1.2, -0.5, -0.3], [2.1, 2.2, 0.8], [1.5, -1.4, -2.3], [3.3, -1.0, -0.1], [-0.5, 1.0, 1.4], [-5.5, 0.5, -0.2], [3.1, -1.4, 1.9], [0.4, 0.8, 0.2], [4.8, -1.7, 1.5], [0.0, -0.7, 4.7], [-5.8, 3.2, -4.9], [-1.8, -2.2, 1.5], [0.0, -0.4, 1.7], [0.7, 1.7, -0.7], [-1.9, 0.5, -0.3], [-0.2, 1.0, -1.6], [-1.6, -1.0, 0.3], [-1.0, 0.2, -1.6], [-1.4, -0.4, 1.2], [0.7, 0.2, -1.7], [-0.5, -1.8, -0.1], [1.3, -0.5, 1.0], [0.1, -1.2, -1.5], [-1.3, 1.2, -0.4], [0.9, 0.0, -1.6], [1.1, -1.6, 0.2], [-1.3, 0.0, 1.5], [-0.1, 0.1, 1.9], [-0.8, 1.4, -1.2], [1.8, -0.2, -0.8], [0.2, -0.2, 0.2], [0.1, 0.2, 0.0], [0.0, -0.3, 0.5], [0.0, 0.3, -0.3], [-0.2, -0.1, 0.3], [0.3, -0.2, -0.2], [-0.7, 0.1, 0.1], [0.2, -0.1, -0.1], [-0.2, 0.2, -0.2], [0.0, 0.1, -0.1], [0.1, -0.1, 0.0], [-0.1, 0.0, -0.2], [0.0, -0.1, -0.1], [0.1, 0.0, -0.2], [0.0, 0.2, 0.1], [-0.2, 0.2, 0.1], [0.0, -0.2, 0.1], [0.0, -0.1, 0.0], [0.2, 0.1, 0.0], [0.1, 0.0, 0.0], [0.1, 0.0, 0.1], [0.0, 0.2, 0.0], [0.1, -0.1, 0.0], [-0.1, 0.1, -0.3], [0.1, -0.2, 0.1], [-0.5, 0.3, -0.1], [0.3, -0.3, 0.0], [-0.2, 0.2, 0.2], [0.1, 0.0, -0.4], [0.0, 0.3, 0.6], [0.1, 0.0, -0.2], [0.2, 0.0, 0.3], [0.1, -0.1, 0.1], [0.0, 0.0, -0.1], [0.1, 0.0, 0.1], [0.0, 0.0, -0.1], [0.2, -0.1, -0.1], [-0.1, -0.1, 0.1], [-0.1, 0.0, 0.3], [-0.1, 0.2, -0.1], [0.1, 0.1, -0.1], [0.0, -0.2, -0.1], [0.0, -0.1, 0.0], [-0.1, -0.1, -0.1], [0.0, -0.2, 0.0], [-0.1, 0.0, -0.1]]
}